DFT (ωB97M-V/def2-TZVPD) results for C23H32N4O2 in the gas phase.

```
! wB97M-V def2-TZVPD RIJCOSX def2/J DEFGRID3
* xyz 0 1
C 1.76632 1.48922 -2.26082
H 2.23537 1.04003 -3.13320
C 2.82679 1.91529 -1.25354
C 2.23352 2.48517 0.03437
C 1.54419 3.83224 -0.17938
N 1.09096 4.39309 1.07469
C -0.19272 4.70965 1.32266
O -1.07224 4.62216 0.48419
C -0.47653 5.15043 2.75195
H 0.44550 5.20535 3.33095
H -0.94231 6.13716 2.72937
C -1.44150 4.14732 3.40688
C -0.86466 2.74449 3.24498
O -0.09832 2.26294 4.05288
N -1.26959 2.15031 2.09327
C -0.82988 0.95555 1.50893
C -1.24244 0.68638 0.22105
C -0.83259 -0.48048 -0.43900
C 0.02468 -1.39029 0.23641
N 0.46525 -2.53044 -0.31988
C 0.10573 -2.83867 -1.55141
N 0.64651 -3.97552 -2.08075
C 1.39181 -4.85466 -1.20233
H 1.82566 -4.24618 -0.41036
C 0.47578 -5.93023 -0.61582
C -0.19628 -6.71424 -1.74111
C -0.91538 -5.75636 -2.68829
H -1.33782 -6.30047 -3.53480
C 0.06927 -4.69533 -3.19131
H -0.42243 -4.01511 -3.88446
H 0.88861 -5.18642 -3.72919
H -1.73081 -5.25876 -2.15824
H -0.90391 -7.43588 -1.32834
H 0.56197 -7.27003 -2.29909
H 1.05374 -6.60037 0.02174
H -0.28199 -5.44134 -0.00086
H 2.19015 -5.32078 -1.78947
C -0.74313 -1.98129 -2.30892
C -1.21274 -0.81857 -1.77111
C -2.10260 0.08845 -2.56336
H -1.64963 1.07381 -2.66348
H -2.27488 -0.31616 -3.55783
H -3.06416 0.20704 -2.06532
H -1.01745 -2.23633 -3.32032
C 0.42688 -1.09147 1.55459
C 0.00987 0.04856 2.18184
H 0.32203 0.27270 3.18804
H 1.07430 -1.79399 2.05516
H -1.87989 1.39546 -0.28689
H -1.84527 2.71155 1.47655
H -1.53379 4.37093 4.46969
H -2.42131 4.21867 2.93442
H 1.76318 4.42061 1.82551
H 0.65791 3.72816 -0.80715
H 2.23787 4.53253 -0.66028
H 1.52058 1.77241 0.45259
H 3.03748 2.61899 0.76370
H 3.43357 1.04501 -0.99563
H 3.48676 2.65872 -1.70754
H 1.17681 2.33975 -2.59301
H 1.10040 0.75473 -1.81523
*
```

HOMO energy, eV: -7.3
F_max, hartree/bohr: 0.015
Gap between HOMO and LUMO, Ha: 0.289
Energy, eV: -34428.4499
Energy relative to the best compared isomer or geometry (same formula, charge and spin), kJ/mol: 0.0
SMILES: CCCCNC(=O)CCC(=O)Nc1ccc2nc(N3CCCCC3)cc(C)c2c1

Which charges does natural (NBO) predict for the atoms? In e, they are: -0.611, 0.211, -0.390, -0.405, -0.231, -0.598, 0.685, -0.670, -0.477, 0.211, 0.238, -0.480, 0.678, -0.621, -0.631, 0.211, -0.247, -0.156, 0.249, -0.540, 0.416, -0.415, -0.224, 0.251, -0.412, -0.398, -0.411, 0.208, -0.205, 0.204, 0.193, 0.201, 0.209, 0.191, 0.209, 0.207, 0.184, -0.298, 0.085, -0.644, 0.226, 0.219, 0.225, 0.208, -0.202, -0.256, 0.257, 0.221, 0.212, 0.420, 0.238, 0.221, 0.397, 0.232, 0.188, 0.217, 0.195, 0.207, 0.191, 0.197, 0.211